The molecule C14H19N5O4S at a distorted geometry. Source: the Open Molecules 2025 dataset; level of theory: ωB97M-V with the def2-TZVPD basis set.

Values from the calculation:
ΔE to the lowest compared entry with this formula, charge and spin = 0.164 eV
SMILES = CCCCCOC(=O)Nc1ccc(S(=O)(=O)Nn2cnnc2)cc1
F_max = 1.2 eV/A
molar mass = 353.40 g mol⁻¹

Structure (ORCA input):
```
! wB97M-V def2-TZVPD RIJCOSX def2/J DEFGRID3
* xyz 0 1
C 2.033 -1.683 0.853
C 2.624 -1.550 -0.545
C 4.143 -1.361 -0.563
C 4.673 -0.129 0.177
C 4.142 1.208 -0.341
O 2.936 1.563 0.344
C 1.817 1.693 -0.380
O 1.750 1.673 -1.578
N 0.766 1.878 0.491
C -0.585 1.737 0.231
C -1.073 1.444 -1.044
C -2.420 1.207 -1.224
C -3.281 1.292 -0.145
S -4.948 0.703 -0.323
O -5.256 0.502 -1.699
O -5.871 1.386 0.528
N -4.809 -0.877 0.391
N -3.578 -1.454 0.189
C -2.524 -1.569 1.045
N -1.491 -2.039 0.414
N -1.834 -2.215 -0.870
C -3.078 -1.868 -1.008
C -2.824 1.632 1.116
C -1.476 1.862 1.303
H 2.503 -2.507 1.386
H 2.180 -0.773 1.431
H 0.964 -1.879 0.783
H 2.393 -2.458 -1.105
H 2.141 -0.728 -1.072
H 4.470 -1.306 -1.604
H 4.612 -2.242 -0.117
H 4.437 -0.198 1.240
H 5.760 -0.118 0.080
H 3.943 1.172 -1.416
H 4.857 2.009 -0.133
H 1.034 1.938 1.464
H -0.388 1.369 -1.872
H -2.820 0.945 -2.190
H -5.068 -0.853 1.370
H -2.571 -1.340 2.090
H -3.652 -1.886 -1.910
H -3.528 1.711 1.929
H -1.101 2.112 2.284
*
```

Here are the Mulliken charges for atoms 1 to 2, given in e: atom 1 (C): -0.880, atom 2 (C): -0.058


The molecule C26H31FN4O4. Source: the Open Molecules 2025 dataset; level of theory: ωB97M-V with the def2-TZVPD basis set.

Values from the calculation:
ΔE to the lowest compared entry with this formula, charge and spin = 0.050 eV
SMILES = CCCCN(C(=O)c1ccccc1OCc1ccc(F)cc1)c1c(N)n(CC(C)C)c(=O)[nH]c1=O
F_max = 0.6 eV/A
molar mass = 482.56 g mol⁻¹

Structure (ORCA input):
```
! wB97M-V def2-TZVPD RIJCOSX def2/J DEFGRID3
* xyz 0 1
C -2.195 4.786 0.299
C -0.852 4.100 0.516
C -0.349 3.414 -0.754
C 0.876 2.536 -0.492
N 0.522 1.319 0.217
C 0.908 1.135 1.510
O 1.395 2.019 2.184
C 0.624 -0.242 2.037
C -0.350 -0.447 2.998
C -0.636 -1.725 3.450
C 0.061 -2.800 2.933
C 1.071 -2.608 2.005
C 1.383 -1.325 1.565
O 2.380 -1.018 0.703
C 3.360 -1.995 0.401
C 4.605 -1.296 -0.080
C 4.513 -0.295 -1.040
C 5.650 0.356 -1.482
C 6.876 -0.012 -0.959
F 7.993 0.614 -1.391
C 6.994 -1.006 -0.005
C 5.847 -1.641 0.436
C -0.136 0.292 -0.506
C -1.414 -0.087 -0.151
N -2.075 0.565 0.837
N -2.026 -1.161 -0.746
C -3.341 -1.621 -0.329
C -4.497 -0.799 -0.922
C -4.431 -0.805 -2.446
C -5.819 -1.387 -0.434
C -1.392 -1.907 -1.732
O -1.879 -2.909 -2.203
N -0.189 -1.413 -2.140
C 0.522 -0.327 -1.620
O 1.568 0.004 -2.142
H -2.529 5.272 1.213
H -2.954 4.067 -0.006
H -2.113 5.541 -0.479
H -0.113 4.836 0.836
H -0.937 3.371 1.326
H -0.086 4.172 -1.492
H -1.143 2.797 -1.187
H 1.352 2.254 -1.434
H 1.597 3.068 0.132
H -0.884 0.403 3.394
H -1.400 -1.878 4.197
H -0.169 -3.803 3.260
H 1.606 -3.464 1.624
H 2.979 -2.669 -0.382
H 3.594 -2.588 1.294
H 3.547 -0.028 -1.436
H 5.594 1.136 -2.224
H 7.966 -1.265 0.384
H 5.926 -2.414 1.187
H -3.058 0.426 0.977
H -1.673 1.437 1.141
H -3.424 -2.647 -0.697
H -3.384 -1.643 0.764
H -4.432 0.242 -0.582
H -3.530 -0.307 -2.799
H -5.291 -0.286 -2.863
H -4.423 -1.825 -2.820
H -6.654 -0.804 -0.814
H -5.926 -2.410 -0.785
H -5.869 -1.389 0.653
H 0.259 -1.916 -2.898
*
```

Here are the Mulliken charges for atoms 1 to 2, given in e: atom 1 (C): -1.404, atom 2 (C): -0.092


The molecule C4H6ClNO2 at a distorted geometry. Source: the Open Molecules 2025 dataset; level of theory: ωB97M-V with the def2-TZVPD basis set.

Values from the calculation:
ΔE to the lowest compared entry with this formula, charge and spin = 3.096 eV
SMILES = CC(=O)O/N=C(\C)Cl
F_max = 3.1 eV/A
molar mass = 135.55 g mol⁻¹

Structure (ORCA input):
```
! wB97M-V def2-TZVPD RIJCOSX def2/J DEFGRID3
* xyz 0 1
C -2.338 0.778 1.198
C -0.957 0.161 0.784
O -0.659 -0.990 0.723
O -0.205 1.115 0.141
N 1.202 0.969 0.109
C 1.798 -0.024 -0.385
C 1.542 -1.070 -1.365
Cl 3.511 0.399 -0.027
H -2.404 1.928 1.271
H -3.070 0.395 0.408
H -2.666 0.393 2.117
H 1.890 -0.783 -2.419
H 1.950 -2.080 -1.086
H 0.406 -1.192 -1.468
*
```

Here are the Mulliken charges for atoms 1 to 2, given in e: atom 1 (C): -0.903, atom 2 (C): 0.672


A 3-piece molecular cluster, C18H28O6PS2 overall at a distorted geometry. Source: the Open Molecules 2025 dataset; level of theory: ωB97M-V with the def2-TZVPD basis set.

Values from the calculation:
E_tot = -62351.7289 eV
F_max = 8.6 eV/A
molar mass = 435.52 g mol⁻¹

Structure (ORCA input):
```
! wB97M-V def2-TZVPD RIJCOSX def2/J DEFGRID3
* xyz -1 1
C 3.818 -0.434 1.769
P 4.004 1.330 1.059
C 4.653 1.168 -0.731
C 2.399 2.357 1.180
O 1.410 1.774 2.100
C 0.037 2.220 1.691
O -0.342 3.519 1.668
C -1.020 1.025 1.198
C -0.678 0.392 -0.312
C -1.653 -0.824 -0.840
C -2.907 -1.333 0.086
C -3.228 -0.675 1.555
C -2.272 0.547 2.143
H 3.641 -0.467 2.948
H 3.029 -1.111 1.185
H 4.863 -0.985 1.604
H 3.737 0.989 -1.475
H 5.383 0.230 -0.802
H 5.237 2.165 -1.032
H 2.731 3.373 1.693
H 0.227 0.805 -0.969
H -1.415 -1.302 -1.881
H -3.574 -2.212 -0.304
H -4.117 -1.039 2.223
H -2.448 1.049 3.200
C 1.598 5.598 -3.730
C 1.144 4.673 -2.602
C 1.989 3.403 -2.681
S 3.545 3.884 -3.416
O 3.665 3.236 -4.705
O 4.588 3.813 -2.412
C 3.118 5.594 -3.680
H 1.195 6.608 -3.615
H 1.253 5.203 -4.693
H 1.310 5.167 -1.637
H 0.076 4.442 -2.673
H 2.171 2.978 -1.691
H 1.526 2.654 -3.329
H 3.580 5.956 -4.601
H 3.486 6.167 -2.824
C -3.001 -6.280 1.252
C -4.257 -6.638 2.044
C -4.457 -5.553 3.102
S -3.724 -4.066 2.436
O -2.585 -3.707 3.254
O -4.775 -3.121 2.112
C -3.127 -4.799 0.926
H -2.907 -6.884 0.345
H -2.112 -6.455 1.869
H -5.121 -6.658 1.369
H -4.177 -7.628 2.504
H -5.517 -5.378 3.303
H -3.937 -5.800 4.031
H -2.179 -4.341 0.637
H -3.880 -4.629 0.151
*
```

Here are the Mulliken charges for atoms 1 to 2, given in e: atom 1 (C): -0.929, atom 2 (P): -0.095


C10H13IOS as an isolated structure at a distorted geometry. Source: the Open Molecules 2025 dataset; level of theory: ωB97M-V with the def2-TZVPD basis set.

Values from the calculation:
ΔE to the lowest compared entry with this formula, charge and spin = 0.000 eV
F_max = 3.8 eV/A
molar mass = 308.18 g mol⁻¹

Structure (ORCA input):
```
! wB97M-V def2-TZVPD RIJCOSX def2/J DEFGRID3
* xyz 0 1
C -1.128 -1.787 1.334
C -1.194 -3.090 0.976
C -0.256 -1.031 0.501
C 0.323 -1.801 -0.474
C 1.361 -1.340 -1.436
C 1.399 0.190 -1.475
C 0.056 0.388 0.653
C 1.332 0.803 -0.066
C -1.319 2.859 0.532
C -1.349 1.537 -0.171
O 2.460 0.466 0.714
S -0.199 -3.445 -0.386
I -3.241 0.550 -0.037
H -1.667 -1.373 2.167
H -1.763 -3.883 1.420
H 2.340 -1.726 -1.127
H 1.166 -1.737 -2.433
H 2.315 0.524 -1.965
H 0.553 0.559 -2.058
H 0.014 0.742 1.679
H 1.382 1.893 -0.150
H -1.597 2.755 1.578
H -2.017 3.557 0.066
H -0.322 3.288 0.475
H -1.074 1.584 -1.216
H 2.428 -0.481 0.900
*
```

Here are the Mulliken charges for atoms 1 to 2, given in e: atom 1 (C): -0.904, atom 2 (C): -0.300


The molecule C2H3BrClF at a distorted geometry. Source: the Open Molecules 2025 dataset; level of theory: ωB97M-V with the def2-TZVPD basis set.

Values from the calculation:
ΔE to the lowest compared entry with this formula, charge and spin = 0.000 eV
SMILES = C[C@](F)(Cl)Br
F_max = 2.9 eV/A
molar mass = 161.40 g mol⁻¹

Structure (ORCA input):
```
! wB97M-V def2-TZVPD RIJCOSX def2/J DEFGRID3
* xyz 0 1
C -0.884 -0.225 -0.128
C 0.679 0.221 0.197
F 0.849 0.393 1.511
Cl 1.026 1.751 -0.642
Br 1.903 -1.177 -0.393
H -0.962 -0.435 -1.185
H -1.081 -1.117 0.460
H -1.530 0.589 0.179
*
```

Here are the Mulliken charges for atoms 1 to 2, given in e: atom 1 (C): -1.058, atom 2 (C): 0.460